The following is a DFT calculation (the ωB97M-V functional and the def2-TZVPD basis) of C36H43ClCrN9O7PS2 as an isolated structure.

The expectation value of S² is 0.77. The value obtained for the largest force on an atom is 1.4 eV/A. The frontier orbital gap (spin up / spin down) comes out at 6.7932 / 6.6971 eV. Its net charge is -1. The spin multiplicity is 2. The LUMO energy (spin up / spin down) comes out at 0.072 / 0.067 hartree. The calculated total energy is -5059.6849 Ha.

Atoms and positions in Å:
Cr (-1.141199, 1.707751, -0.262076)
O (-6.615761, 0.682235, -2.655619)
C (-5.525017, 0.880559, -2.198681)
C (-4.201125, 0.337677, -2.758964)
O (-4.072612, -0.345837, -3.744641)
C (-3.170508, 0.843665, -1.836427)
C (-3.761174, 1.585731, -0.813837)
O (-2.995331, 2.114059, 0.124071)
C (-5.192796, 1.715825, -0.961270)
O (-5.987929, 2.346166, -0.290492)
O (-1.908943, 0.690515, -1.892524)
O (4.887180, -2.005293, -1.371755)
S (4.779676, -0.681978, -1.924526)
O (5.984019, 0.020634, -2.264034)
N (3.823017, 0.240450, -0.962657)
C (2.698050, 0.549270, -1.553677)
S (1.520134, 1.558747, -0.877631)
C (2.546226, -0.036891, -2.939470)
C (1.467052, 0.039095, -3.803426)
C (1.592046, -0.537730, -5.062098)
C (2.772527, -1.178352, -5.439854)
C (3.840737, -1.284956, -4.556398)
C (3.685855, -0.713825, -3.307497)
H (0.542581, 0.509871, -3.482431)
H (0.761233, -0.491282, -5.756003)
H (2.852786, -1.611133, -6.428473)
H (4.755544, -1.796548, -4.832880)
N (-0.915106, 0.254153, 0.742587)
P (-0.201391, -1.056840, 1.117679)
N (1.325942, -0.919598, 1.754778)
C (1.623633, 0.321827, 2.502407)
C (3.074075, 0.727893, 2.290092)
C (4.023895, -0.335781, 2.872951)
C (3.366232, -1.725125, 2.840343)
C (2.465806, -1.846669, 1.621844)
N (-1.175948, -1.755655, 2.286758)
C (-0.625575, -2.864426, 3.058510)
C (-1.743050, -3.840534, 3.441085)
C (-3.063633, -3.097681, 3.717141)
C (-2.776647, -1.665601, 4.156522)
C (-2.113925, -0.885250, 3.020522)
N (-0.102134, -2.237051, -0.042072)
C (-1.406542, -2.663107, -0.605377)
C (-1.342288, -4.148983, -0.937711)
C (-0.189710, -4.433852, -1.906867)
C (1.126955, -3.833250, -1.412332)
C (0.936676, -2.364393, -1.072884)
H (1.435710, 0.181993, 3.577097)
H (0.948498, 1.098035, 2.154286)
H (3.246371, 1.698619, 2.760872)
H (3.240726, 0.845430, 1.215740)
H (4.297049, -0.078099, 3.899682)
H (4.947186, -0.359111, 2.290662)
H (2.774825, -1.897850, 3.743714)
H (4.127324, -2.507095, 2.797932)
H (2.093995, -2.867820, 1.526910)
H (3.066184, -1.619725, 0.737890)
H (-0.097827, -2.502571, 3.953971)
H (0.113197, -3.379319, 2.445829)
H (-1.431948, -4.405621, 4.324995)
H (-1.887074, -4.560706, 2.631962)
H (-3.643091, -3.626085, 4.476759)
H (-3.674376, -3.068925, 2.810098)
H (-2.132003, -1.681465, 5.042316)
H (-3.695213, -1.149322, 4.441076)
H (-1.614578, 0.009254, 3.417100)
H (-2.872052, -0.530960, 2.321453)
H (-1.615852, -2.078371, -1.507699)
H (-2.199118, -2.449184, 0.106403)
H (-2.292801, -4.464857, -1.379069)
H (-1.199912, -4.713499, -0.007561)
H (-0.435982, -3.988282, -2.878985)
H (-0.078375, -5.510183, -2.064470)
H (1.912617, -3.942502, -2.164932)
H (1.458750, -4.355133, -0.506461)
H (0.607796, -1.831692, -1.971714)
H (1.861278, -1.917880, -0.759947)
N (0.551621, 4.781448, -4.468293)
C (-0.321830, 4.690798, -3.409531)
C (-0.346516, 3.526788, -2.626913)
N (-1.149696, 3.416253, -1.589856)
C (-1.994286, 4.430489, -1.337233)
C (-1.986453, 5.543785, -2.148924)
N (-1.145520, 5.695310, -3.174544)
H (1.370314, 4.198733, -4.455044)
H (0.662992, 5.701861, -4.856370)
H (0.308241, 2.692469, -2.832545)
H (-2.669157, 4.317778, -0.500490)
H (-2.689442, 6.348446, -1.965199)
Cl (-2.393165, 3.858403, 4.714522)
C (-1.239266, 3.857877, 3.415404)
C (-0.128219, 4.671577, 3.458227)
C (0.741528, 4.644922, 2.386036)
C (0.465590, 3.806225, 1.316675)
N (-0.596622, 3.002719, 1.298113)
C (-1.441205, 3.023127, 2.329600)
H (0.047173, 5.309373, 4.315448)
H (1.635427, 5.255426, 2.371721)
H (1.122284, 3.760441, 0.458757)
H (-2.288633, 2.350177, 2.271824)

Forces on atoms 1 to 2 (eV/Å):
Cr -0.24 -1.32 0.13
O -0.32 -0.05 -0.14

---

The following is a DFT calculation (the ωB97M-V functional and the def2-TZVPD basis) of a 2-piece molecular cluster, C36H43N4P overall.

The value obtained for the largest force on an atom is 3.3 eV/A. The frontier orbital gap comes out at 5.9478 eV. The spin multiplicity is 1. The LUMO energy comes out at -0.042 hartree. The calculated total energy is -1957.9006 Ha. The structure (SMILES) is CC(C)c1cccc(C(C)C)c1N1C=CN(c2c(C(C)C)cccc2C(C)C)P1.N#CC(C#N)=Cc1ccccc1.

Atoms and positions in Å:
C (-3.918656, 2.193796, 0.347895)
C (-3.206212, 1.026472, -0.339530)
C (-3.762086, 0.842088, -1.748634)
C (-3.317902, -0.267939, 0.477484)
C (-4.561225, -0.883976, 0.614552)
C (-4.715085, -1.997243, 1.439701)
C (-3.618215, -2.506163, 2.137064)
C (-2.349793, -1.941841, 1.977997)
C (-1.159967, -2.536298, 2.748475)
C (-1.077612, -4.056238, 2.587541)
C (-1.215307, -2.186279, 4.234758)
C (-2.212086, -0.813245, 1.149791)
N (-0.930703, -0.125024, 1.055373)
C (-0.463779, 0.553249, 2.165350)
C (0.877851, 0.707249, 2.164351)
N (1.477867, 0.157740, 1.047641)
C (2.909051, -0.119194, 1.092430)
C (3.780592, 0.760202, 0.432703)
C (3.269353, 2.029316, -0.253787)
C (3.675084, 2.054564, -1.725302)
C (3.755230, 3.296320, 0.449675)
C (5.151313, 0.503634, 0.449900)
C (5.660370, -0.583484, 1.165799)
C (4.790071, -1.402946, 1.892200)
C (3.408959, -1.193335, 1.852774)
C (2.484902, -2.095304, 2.684702)
C (2.527776, -1.734109, 4.167999)
C (2.827056, -3.575808, 2.518552)
P (0.341629, -0.539163, -0.073623)
H (-3.575848, 2.307747, 1.381373)
H (-3.721854, 3.133388, -0.181778)
H (-5.002977, 2.028575, 0.363389)
H (-2.141348, 1.273044, -0.426134)
H (-3.237954, 0.032669, -2.270816)
H (-4.836006, 0.615738, -1.743821)
H (-3.605404, 1.755584, -2.332242)
H (-5.412666, -0.472536, 0.070030)
H (-5.694435, -2.461920, 1.549706)
H (-3.739209, -3.357566, 2.806578)
H (-0.240524, -2.105176, 2.327676)
H (-1.130658, -4.342026, 1.531455)
H (-0.135227, -4.440567, 2.997947)
H (-1.901168, -4.538647, 3.127001)
H (-1.227682, -1.102833, 4.396696)
H (-2.125804, -2.618797, 4.670394)
H (-0.352326, -2.601403, 4.774257)
H (-1.159830, 0.871942, 2.925295)
H (1.480544, 1.185505, 2.924010)
H (2.175410, 2.008375, -0.209653)
H (3.171356, 1.250539, -2.275154)
H (3.385773, 2.999023, -2.193120)
H (4.757042, 1.927522, -1.857832)
H (3.490373, 3.282233, 1.511636)
H (4.843829, 3.399370, 0.372559)
H (3.292057, 4.179065, -0.004272)
H (5.817884, 1.171178, -0.099073)
H (6.730927, -0.778269, 1.174501)
H (5.187982, -2.224503, 2.488891)
H (1.459365, -1.940689, 2.321530)
H (2.240199, -0.691931, 4.343205)
H (1.855965, -2.376773, 4.753097)
H (3.548813, -1.884381, 4.542392)
H (2.894425, -3.849727, 1.460591)
H (3.784719, -3.796983, 3.003090)
H (2.061690, -4.206282, 2.986758)
H (0.182448, 0.628987, -0.984909)
N (2.938563, 3.021095, -4.658797)
C (2.045294, 2.273072, -4.523692)
C (0.882286, 1.465392, -4.445537)
C (0.716828, 0.613493, -5.583791)
N (0.607742, -0.050467, -6.544164)
C (-0.119304, 1.704496, -3.519893)
C (-1.478982, 1.631396, -4.042437)
C (-1.963670, 0.481959, -4.707815)
C (-3.048404, 0.575650, -5.576018)
C (-3.661067, 1.820272, -5.788071)
C (-3.276758, 2.933566, -5.031730)
C (-2.265507, 2.809632, -4.080788)
H (0.081070, 2.219736, -2.575844)
H (-1.443662, -0.466853, -4.561689)
H (-3.385889, -0.314814, -6.113702)
H (-4.438815, 1.907999, -6.548199)
H (-3.759571, 3.898750, -5.193851)
H (-1.978476, 3.649146, -3.443067)

Forces on atoms 1 to 2 (eV/Å):
C 0.05 -0.02 0.22
C 0.01 -0.39 0.00